A cluster of 12 separate species, C55H128F15N7O17 in total in a non-equilibrium geometry. Source: the Open Molecules 2025 dataset; level of theory: the ωB97M-V functional and the def2-TZVPD basis.

Summary:
Energy above the lowest of the compared OMol25 structures with the same formula, charge and spin ... 8.323 eV
HOMO level ... -8.560 eV
E ... -5331.60872 a.u.
Orbital gap ... 3.74 eV
Total charge ... +2

Last columns: bonded neighbours and bond lengths (Å).
Geometry (Å):
1 C 8.88659 -0.03535 -0.11599  N2 1.547, H8 1.090, H9 1.090, H10 1.090
2 N 7.58756 0.21318 -0.91891  C1 1.547, C3 1.577, C4 1.520, C5 1.576
3 C 7.64459 -0.44290 -2.35167  N2 1.577, H11 1.090, H12 1.090, H13 1.090
4 C 6.44914 -0.41725 -0.13397  N2 1.520, H14 1.090, H15 1.090, H16 1.090
5 C 7.51580 1.78119 -1.06545  N2 1.576, C6 1.560, H17 1.090, H18 1.090
6 C 6.46847 2.37837 -2.05522  C5 1.560, O7 1.394, H19 1.090, H20 1.090
7 O 5.19364 1.84810 -1.86615  C6 1.394, H21 0.960
8 H 9.66330 0.43225 -0.72111  C1 1.090
9 H 9.14862 -1.08392 0.02521  C1 1.090
10 H 8.85640 0.48352 0.84212  C1 1.090
11 H 8.50897 -0.04764 -2.88527  C3 1.090
12 H 6.68559 -0.20381 -2.81130  C3 1.090
13 H 7.76988 -1.51829 -2.22550  C3 1.090
14 H 6.62879 -1.48501 -0.00863  C4 1.090
15 H 5.62843 -0.27439 -0.83691  C4 1.090
16 H 6.27646 0.05574 0.83275  C4 1.090
17 H 8.47974 2.12699 -1.43874  C5 1.090
18 H 7.35366 2.22490 -0.08315  C5 1.090
19 H 6.77550 2.16665 -3.07943  C6 1.090
20 H 6.52557 3.45849 -1.92044  C6 1.090
21 H 4.86323 2.04865 -0.98739  O7 0.960
22 C 1.01598 2.21069 6.37684  N23 1.555, H29 1.090, H30 1.090, H31 1.090
23 N -0.18895 1.33859 5.92295  C22 1.555, C24 1.580, C25 1.575, C26 1.558
24 C 0.34882 0.52694 4.67871  N23 1.580, H32 1.090, H33 1.090, H34 1.090
25 C -0.59929 0.36478 7.09123  N23 1.575, H35 1.090, H36 1.090, H37 1.090
26 C -1.34161 2.25635 5.41519  N23 1.558, C27 1.537, H38 1.090, H39 1.090
27 C -2.20659 3.13765 6.33059  C26 1.537, O28 1.343, H40 1.090, H41 1.090
28 O -1.51258 4.06754 7.00758  C27 1.343, H42 0.960
29 H 1.28594 2.88625 5.56516  C22 1.090
30 H 1.82221 1.54695 6.68917  C22 1.090
31 H 0.75776 2.88965 7.18951  C22 1.090
32 H 0.67601 1.29009 3.97255  C24 1.090
33 H -0.49679 0.01801 4.21607  C24 1.090
34 H 1.12241 -0.21442 4.87878  C24 1.090
35 H 0.14203 -0.38997 7.35374  C25 1.090
36 H -1.49448 -0.06820 6.64484  C25 1.090
37 H -0.92802 1.03654 7.88419  C25 1.090
38 H -2.07389 1.66026 4.87063  C26 1.090
39 H -0.83820 2.89769 4.69176  C26 1.090
40 H -2.73802 2.60412 7.11864  C27 1.090
41 H -2.96567 3.66594 5.75368  C27 1.090
42 H -2.08639 4.72410 7.40917  O28 0.960
43 C -2.51051 6.14800 -4.32906  N44 1.589, H50 1.090, H51 1.090, H52 1.090
44 N -1.81788 4.73696 -4.09372  C43 1.589, C45 1.551, C46 1.504, C47 1.648
45 C -2.76278 3.88495 -3.20605  N44 1.551, H53 1.090, H54 1.090, H55 1.090
46 C -1.66942 4.01009 -5.40201  N44 1.504, H56 1.090, H57 1.090, H58 1.090
47 C -0.42971 4.97706 -3.23886  N44 1.648, C48 1.569, H59 1.090, H60 1.090
48 C 0.77805 5.56952 -4.04651  C47 1.569, O49 1.420, H61 1.090, H62 1.090
49 O 0.49178 6.81640 -4.66326  C48 1.420, H63 0.960
50 H -2.07739 6.74715 -5.13001  C43 1.090
51 H -2.44544 6.74736 -3.42097  C43 1.090
52 H -3.59115 6.01565 -4.38216  C43 1.090
53 H -2.22273 3.04458 -2.76992  C45 1.090
54 H -3.61690 3.60637 -3.82327  C45 1.090
55 H -3.22298 4.57295 -2.49684  C45 1.090
56 H -0.95443 4.55880 -6.01505  C46 1.090
57 H -2.63373 3.93494 -5.90454  C46 1.090
58 H -1.32335 2.98539 -5.26656  C46 1.090
59 H -0.25707 3.95797 -2.89277  C47 1.090
60 H -0.64772 5.61369 -2.38138  C47 1.090
61 H 1.13582 4.89648 -4.82569  C48 1.090
62 H 1.64934 5.77802 -3.42564  C48 1.090
63 H 1.37442 7.13488 -4.86603  O49 0.960
64 C -5.11015 0.38828 0.43763  N65 1.600, H71 1.090, H72 1.090, H73 1.090
65 N -5.72320 0.20454 1.90393  C64 1.600, C66 1.518, C67 1.551, C68 1.642
66 C -4.61334 -0.47799 2.68369  N65 1.518, H74 1.090, H75 1.090, H76 1.090
67 C -5.86577 1.61349 2.53667  N65 1.551, H77 1.090, H78 1.090, H79 1.090
68 C -7.15479 -0.59768 1.96818  N65 1.642, C69 1.584, H80 1.090, H81 1.090
69 C -8.49823 0.21174 1.74825  C68 1.584, O70 1.399, H82 1.090, H83 1.090
70 O -8.41826 0.63840 0.41782  C69 1.399, H84 0.960
71 H -4.15598 0.91318 0.48379  C64 1.090
72 H -5.78720 0.80900 -0.30581  C64 1.090
73 H -4.98999 -0.63126 0.07130  C64 1.090
74 H -4.44056 -1.48517 2.30443  C66 1.090
75 H -4.92852 -0.46242 3.72700  C66 1.090
76 H -3.74699 0.17713 2.59228  C66 1.090
77 H -6.06534 1.42775 3.59202  C67 1.090
78 H -6.69239 1.97844 1.92706  C67 1.090
79 H -4.88380 2.02699 2.30678  C67 1.090
80 H -7.15339 -0.76198 3.04573  C68 1.090
81 H -7.12770 -1.58475 1.50659  C68 1.090
82 H -8.79312 0.96341 2.48047  C69 1.090
83 H -9.30715 -0.51806 1.78185  C69 1.090
84 H -9.32166 0.55068 0.10516  O70 0.960
85 C 1.01151 -5.31742 4.35954  N86 1.554, H92 1.090, H93 1.090, H94 1.090
86 N -0.50647 -5.10931 4.09827  C85 1.554, C87 1.558, C88 1.548, C89 1.538
87 C -0.95511 -6.12374 3.00479  N86 1.558, H95 1.090, H96 1.090, H97 1.090
88 C -1.26405 -5.41666 5.41222  N86 1.548, H98 1.090, H99 1.090, H100 1.090
89 C -0.71225 -3.64458 3.67599  N86 1.538, C90 1.587, H101 1.090, H102 1.090
90 C -2.19928 -3.20167 3.34153  C89 1.587, O91 1.437, H103 1.090, H104 1.090
91 O -2.60764 -3.91687 2.16359  C90 1.437, H105 0.960
92 H 1.39965 -5.51945 3.36123  C85 1.090
93 H 1.01850 -6.17316 5.03463  C85 1.090
94 H 1.36789 -4.37526 4.77597  C85 1.090
95 H -2.04434 -6.09115 2.98044  C87 1.090
96 H -0.52485 -7.08861 3.27312  C87 1.090
97 H -0.56879 -5.69736 2.07901  C87 1.090
98 H -1.13082 -6.45921 5.70107  C88 1.090
99 H -2.31658 -5.22411 5.20442  C88 1.090
100 H -0.86203 -4.75427 6.17884  C88 1.090
101 H -0.04061 -3.38630 2.85727  C89 1.090
102 H -0.48738 -3.08357 4.58307  C89 1.090
103 H -2.21714 -2.13132 3.13628  C90 1.090
104 H -2.89129 -3.48320 4.13523  C90 1.090
105 H -3.55129 -3.76648 2.07127  O91 0.960
106 C -3.20952 -6.25442 -0.30148  N107 1.601, H113 1.090, H114 1.090, H115 1.090
107 N -2.64734 -5.50985 -1.60274  C106 1.601, C108 1.537, C109 1.506, C110 1.557
108 C -3.47480 -5.88431 -2.84284  N107 1.537, H116 1.090, H117 1.090, H118 1.090
109 C -2.60118 -4.03469 -1.30256  N107 1.506, H119 1.090, H120 1.090, H121 1.090
110 C -1.22058 -6.12187 -1.72003  N107 1.557, C111 1.559, H122 1.090, H123 1.090
111 C -0.44065 -5.78043 -3.02605  C110 1.559, O112 1.398, H124 1.090, H125 1.090
112 O -0.26092 -4.40751 -3.22175  C111 1.398, H126 0.960
113 H -3.30209 -7.33429 -0.41734  C106 1.090
114 H -4.17898 -5.87627 0.02295  C106 1.090
115 H -2.53163 -5.95618 0.49828  C106 1.090
116 H -3.27794 -5.11054 -3.58489  C108 1.090
117 H -4.49738 -5.81555 -2.47174  C108 1.090
118 H -3.13161 -6.90472 -3.01334  C108 1.090
119 H -3.54711 -3.80706 -0.81114  C109 1.090
120 H -2.34225 -3.47949 -2.20413  C109 1.090
121 H -1.76622 -3.89865 -0.61520  C109 1.090
122 H -1.24010 -7.18311 -1.47202  C110 1.090
123 H -0.65224 -5.70514 -0.88851  C110 1.090
124 H -0.86888 -6.22518 -3.92434  C111 1.090
125 H 0.56317 -6.15992 -2.83518  C111 1.090
126 H 0.38320 -4.05003 -2.60618  O112 0.960
127 C 1.23580 1.02824 0.83312  N128 1.524, H134 1.090, H135 1.090, H136 1.090
128 N 0.83562 0.51526 -0.54512  C127 1.524, C129 1.578, C130 1.569, C131 1.600
129 C -0.06290 1.58234 -1.28227  N128 1.578, H137 1.090, H138 1.090, H139 1.090
130 C 2.12362 0.25361 -1.40125  N128 1.569, H140 1.090, H141 1.090, H142 1.090
131 C 0.05109 -0.87875 -0.50077  N128 1.600, C132 1.548, H143 1.090, H144 1.090
132 C -1.36633 -0.74762 0.10702  C131 1.548, O133 1.438, H145 1.090, H146 1.090
133 O -1.43355 -0.41672 1.50476  C132 1.438, H147 0.960
134 H 0.43199 1.52199 1.37922  C127 1.090
135 H 1.97991 1.81675 0.72070  C127 1.090
136 H 1.66706 0.14381 1.30206  C127 1.090
137 H 0.57458 2.45978 -1.39098  C129 1.090
138 H -0.80338 1.95098 -0.57243  C129 1.090
139 H -0.47389 1.21827 -2.22389  C129 1.090
140 H 2.77686 1.11022 -1.56732  C130 1.090
141 H 1.88515 -0.01568 -2.43019  C130 1.090
142 H 2.60369 -0.54697 -0.83847  C130 1.090
143 H 0.71208 -1.53502 0.06538  C131 1.090
144 H 0.02993 -1.32202 -1.49634  C131 1.090
145 H -1.82126 -1.73812 0.11533  C132 1.090
146 H -2.06144 -0.05489 -0.36737  C132 1.090
147 H -1.63425 0.50989 1.65538  O133 0.960
148 C 1.92103 1.58960 -5.20642  O149 1.470, O150 1.430, C151 1.570, H162 1.090
149 O 2.83569 2.68436 -5.56065  C148 1.470, C155 1.452
150 O 0.99451 2.02014 -4.20617  C148 1.430
151 C 1.24467 1.13466 -6.54857  C148 1.570, F152 1.344, F153 1.325, F154 1.389
152 F 2.20274 1.04550 -7.48623  C151 1.344
153 F 0.81528 -0.11830 -6.57864  C151 1.325
154 F 0.26795 1.94076 -7.11836  C151 1.389
155 C 3.77714 3.13261 -4.54984  O149 1.452, C156 1.578, H160 1.090, H161 1.090
156 C 4.61763 4.30513 -5.19037  C155 1.578, H157 1.090, H158 1.090, H159 1.090
157 H 5.66001 4.37498 -4.87946  C156 1.090
158 H 4.76897 4.12210 -6.25418  C156 1.090
159 H 4.12144 5.26378 -5.03904  C156 1.090
160 H 4.37486 2.26548 -4.26891  C155 1.090
161 H 3.45617 3.41198 -3.54633  C155 1.090
162 H 2.49979 0.70769 -4.93187  C148 1.090
163 C -2.19565 3.76361 1.66473  O164 1.423, O165 1.442, C166 1.623, H177 1.090
164 O -3.47444 3.79520 1.04040  C163 1.423, C170 1.422
165 O -2.02297 2.39316 2.08026  C163 1.442
166 C -1.11165 4.64311 0.83718  C163 1.623, F167 1.305, F168 1.349, F169 1.352
167 F 0.11705 4.23194 0.99272  C166 1.305
168 F -1.26871 4.62985 -0.50267  C166 1.349
169 F -1.06878 5.93722 1.22704  C166 1.352
170 C -4.32335 4.92636 1.18529  O164 1.422, C171 1.554, H175 1.090, H176 1.090
171 C -5.39662 4.72170 0.07954  C170 1.554, H172 1.090, H173 1.090, H174 1.090
172 H -4.88675 4.87127 -0.87217  C171 1.090
173 H -5.87141 3.74773 0.19803  C171 1.090
174 H -6.19564 5.46207 0.11865  C171 1.090
175 H -3.88063 5.89839 0.96790  C170 1.090
176 H -4.81929 4.94347 2.15578  C170 1.090
177 H -2.34333 4.24323 2.63233  C163 1.090
178 C 5.01740 2.93572 1.88355  O179 1.453, O180 1.425, C181 1.568, H192 1.090
179 O 5.88147 1.84687 2.30775  C178 1.453, C185 1.446
180 O 4.53417 2.59500 0.58703  C178 1.425
181 C 4.05580 3.21921 3.08861  C178 1.568, F182 1.340, F183 1.300, F184 1.348
182 F 4.76723 3.55914 4.17181  C181 1.340
183 F 3.32237 4.24975 2.78782  C181 1.300
184 F 3.29257 2.21829 3.57066  C181 1.348
185 C 7.10507 2.03899 3.05463  O179 1.446, C186 1.532, H190 1.090, H191 1.090
186 C 7.40898 0.66095 3.65191  C185 1.532, H187 1.090, H188 1.090, H189 1.090
187 H 6.66656 0.27630 4.35117  C186 1.090
188 H 7.52925 -0.03735 2.82364  C186 1.090
189 H 8.39283 0.62342 4.11958  C186 1.090
190 H 7.00544 2.58834 3.99078  C185 1.090
191 H 7.77740 2.60172 2.40701  C185 1.090
192 H 5.80413 3.68121 1.76773  C178 1.090
193 C 2.40009 -4.59221 -0.29585  O194 1.428, O195 1.441, C196 1.597, H207 1.090
194 O 1.60685 -5.70798 0.11075  C193 1.428, C200 1.443
195 O 1.76209 -3.80031 -1.31661  C193 1.441
196 C 2.96699 -3.81027 0.97543  C193 1.597, F197 1.332, F198 1.355, F199 1.306
197 F 3.77834 -2.80380 0.65455  C196 1.332
198 F 2.06691 -3.18578 1.77335  C196 1.355
199 F 3.62144 -4.67046 1.70779  C196 1.306
200 C 2.12227 -7.02588 -0.17255  O194 1.443, C201 1.514, H205 1.090, H206 1.090
201 C 1.33905 -8.10716 0.54149  C200 1.514, H202 1.090, H203 1.090, H204 1.090
202 H 0.27135 -7.95896 0.37975  C201 1.090
203 H 1.60946 -9.14334 0.33823  C201 1.090
204 H 1.49369 -8.09285 1.62037  C201 1.090
205 H 3.17768 -7.19521 0.04087  C200 1.090
206 H 1.96761 -7.18220 -1.24013  C200 1.090
207 H 3.36987 -4.87080 -0.70820  C193 1.090
208 C -3.56693 0.82159 -4.50374  O209 1.425, O210 1.388, C211 1.554, H222 1.090
209 O -3.14701 -0.32750 -5.23344  C208 1.425, C215 1.403
210 O -4.50312 1.52967 -5.24505  C208 1.388
211 C -4.03152 0.28139 -3.12243  C208 1.554, F212 1.371, F213 1.367, F214 1.310
212 F -3.07547 -0.51517 -2.54771  C211 1.371
213 F -4.11715 1.29992 -2.21474  C211 1.367
214 F -5.19514 -0.32069 -3.14167  C211 1.310
215 C -1.80384 -0.53855 -5.58153  O209 1.403, C216 1.522, H220 1.090, H221 1.090
216 C -1.59433 -1.96210 -6.07740  C215 1.522, H217 1.090, H218 1.090, H219 1.090
217 H -2.03000 -2.69691 -5.40039  C216 1.090
218 H -1.95158 -2.09234 -7.09892  C216 1.090
219 H -0.59064 -2.38720 -6.08177  C216 1.090
220 H -1.13808 -0.34463 -4.74053  C215 1.090
221 H -1.47600 0.15155 -6.35895  C215 1.090
222 H -2.71148 1.42943 -4.20909  C208 1.090